# 1
ORCA calculation (ωB97M-V with the def2-TZVPD basis set) on a molecular structure, C15H29F3O6Zn.

Element x y z (Å)
Zn 0.285 -0.077 0.407
C 0.491 0.514 -2.227
O -0.447 1.077 -1.281
O 1.166 -0.347 -1.456
C -0.275 -0.089 -3.437
F 0.507 -0.879 -4.177
F -1.319 -0.846 -3.038
F -0.763 0.855 -4.244
C -1.177 2.263 -1.602
C -2.644 2.046 -1.875
H -3.119 3.025 -1.923
H -2.789 1.496 -2.810
H -3.113 1.394 -1.136
H -0.712 2.882 -2.374
H -1.111 2.889 -0.701
H 1.049 1.363 -2.662
C -1.259 2.486 2.680
C -1.661 1.043 2.610
O -0.696 0.186 2.101
H -1.317 3.013 1.722
H -0.239 2.620 3.053
H -1.928 3.010 3.374
H -2.575 0.971 1.988
H -1.962 0.686 3.607
C 3.425 2.136 -0.320
C 2.744 1.931 0.991
O 1.750 1.255 1.114
C 3.218 2.748 2.178
H 4.511 2.078 -0.306
H 3.098 3.115 -0.684
H 3.059 1.410 -1.052
H 4.288 2.625 2.346
H 2.688 2.443 3.080
H 2.961 3.804 2.066
C -3.331 -1.833 0.962
C -2.327 -2.095 -0.122
O -1.256 -1.540 -0.159
C -2.768 -3.016 -1.229
H -2.889 -1.204 1.739
H -3.626 -2.701 1.560
H -4.206 -1.406 0.475
H -2.875 -4.027 -0.832
H -2.044 -3.073 -2.038
H -3.684 -2.585 -1.639
C 1.261 -3.954 0.705
C 2.023 -2.645 0.775
O 1.475 -1.636 1.155
C 3.428 -2.666 0.282
H 0.511 -4.064 1.479
H 1.987 -4.769 0.729
H 0.830 -3.941 -0.300
H 3.508 -3.298 -0.604
H 4.065 -2.979 1.112
H 3.785 -1.695 -0.063

The total energy comes out at -3119.31659 hartree. The LUMO energy comes out at 0.5178 eV. Its strongest force on any atom is 1.62 eV/A. Its relative energy (zero: lowest compared OMol25 entry of this formula, charge and spin) is 51.41 kJ/mol. For the orbital gap, the calculation gives 0.2890 Ha. Its multiplicity is 1.

***

# 2
ORCA calculation (ωB97M-V with the def2-TZVPD basis set) on a molecular structure, C19H40AuGeN2O4S.

Element x y z (Å)
Au -0.471 -0.064 1.264
C -0.636 1.256 -3.372
C 0.621 0.404 -3.285
C 0.651 -0.675 -4.352
C 1.862 1.286 -3.371
O 0.548 -0.277 -1.991
Ge 1.780 -0.212 -0.750
O 1.151 1.074 0.420
C 2.047 1.891 1.279
C 1.883 1.434 2.717
C 3.477 1.691 0.806
C 1.594 3.327 1.094
O 1.310 -1.466 0.417
C 1.374 -2.911 0.144
C -0.036 -3.377 -0.174
C 1.920 -3.546 1.409
C 2.308 -3.145 -1.033
H -0.682 1.786 -4.323
H -0.638 1.990 -2.563
H -1.523 0.623 -3.286
H 0.645 -0.229 -5.346
H -0.221 -1.324 -4.257
H 1.553 -1.282 -4.257
H 1.897 1.801 -4.330
H 2.776 0.688 -3.292
H 1.852 2.052 -2.587
H 2.152 0.379 2.817
H 0.858 1.595 3.062
H 2.539 2.010 3.370
H 3.795 0.651 0.928
H 4.145 2.304 1.411
H 3.604 2.002 -0.235
H 0.557 3.425 1.426
H 1.686 3.631 0.050
H 2.201 3.994 1.705
H -0.707 -3.151 0.659
H -0.055 -4.454 -0.337
H -0.408 -2.884 -1.075
H 1.278 -3.309 2.260
H 2.928 -3.186 1.617
H 1.957 -4.629 1.301
H 1.913 -2.683 -1.944
H 2.399 -4.213 -1.227
H 3.310 -2.763 -0.820
C -0.986 -2.573 3.727
C -2.186 -1.699 3.262
C -3.516 -2.397 3.433
O -1.937 -1.430 1.919
H -1.112 -2.735 4.796
H -0.036 -2.065 3.556
H -1.006 -3.531 3.211
H -2.130 -0.750 3.814
H -3.516 -3.353 2.908
H -4.325 -1.775 3.049
H -3.699 -2.581 4.491
C -3.844 1.021 -1.036
N -3.047 2.234 -0.858
C -2.988 3.266 -1.770
C -2.150 4.202 -1.268
N -1.703 3.713 -0.067
C -2.262 2.520 0.195
S -2.136 1.651 1.684
H -4.837 1.295 -1.384
H -3.922 0.509 -0.082
H -3.365 0.371 -1.765
H -3.549 3.249 -2.688
H -1.842 5.155 -1.660
H -1.098 4.190 0.584

The total energy comes out at -3768.64173 hartree. The LUMO energy (alpha / beta) comes out at -5.1189 / -8.7364 eV. Its strongest force on any atom is 0.57 eV/A. Its relative energy (zero: lowest compared OMol25 entry of this formula, charge and spin) is 35.70 kJ/mol. For the orbital gap (alpha / beta), the calculation gives 0.3409 / 0.2437 Ha. Its multiplicity is 4. The charge is +2.

***

# 3
ORCA calculation (ωB97M-V with the def2-TZVPD basis set) on 2 unconnected molecules or ions with the total composition C2H5N3OS.

Element x y z (Å)
C 0.729 -1.218 -0.551
C 0.348 0.908 -0.396
N 0.515 -1.277 -1.835
N 0.592 -0.690 -2.864
N -0.974 0.850 0.050
O 0.583 1.175 -1.554
S 0.508 -0.920 -4.390
H 1.714 -1.259 -0.188
H 0.079 -1.637 0.076
H 1.033 0.914 0.358
H -1.124 1.002 0.994
H -1.559 1.206 -0.649

The total energy comes out at -716.73994 hartree. The LUMO energy comes out at -0.3561 eV. Its strongest force on any atom is 3.95 eV/A. Its relative energy (zero: lowest compared OMol25 entry of this formula, charge and spin) is 527.11 kJ/mol. For the orbital gap, the calculation gives 0.2742 Ha. Its multiplicity is 1.

***

# 4
ORCA calculation (ωB97M-V with the def2-TZVPD basis set) on a single C5H13BFNO5S molecule.

Element x y z (Å)
C 1.537 -1.942 0.815
C 2.306 -0.643 0.443
B 1.732 0.064 -0.828
O 2.143 -0.191 -2.093
N 0.649 1.117 -0.716
O -0.271 0.661 0.257
C -1.594 1.137 -0.023
C -2.594 0.075 0.387
C -2.392 -1.237 -0.381
O -2.576 -0.080 1.800
S 1.121 2.671 -0.367
O 0.411 3.608 -1.157
O 1.302 2.874 1.024
F 2.548 2.528 -1.017
H 0.843 -2.255 0.032
H 0.958 -1.798 1.726
H 2.225 -2.770 0.981
H 3.342 -0.906 0.210
H 2.343 0.031 1.300
H 2.427 -1.098 -2.238
H -1.774 2.071 0.516
H -1.684 1.327 -1.096
H -3.576 0.480 0.118
H -3.148 -1.349 -1.157
H -2.511 -2.095 0.284
H -1.406 -1.292 -0.839
H -2.363 -0.989 2.019

The total energy comes out at -1152.16270 hartree. The LUMO energy comes out at 0.2875 eV. Its strongest force on any atom is 0.78 eV/A. For the orbital gap, the calculation gives 0.3788 Ha. Its multiplicity is 1.